An isolated molecule of C3H5ClS2. Source: the Open Molecules 2025 dataset; level of theory: the ωB97M-V functional and the def2-TZVPD basis.

Summary:
E_LUMO   -0.907 eV
Gap between HOMO and LUMO   8.0 eV
SMILES   S=C[C@H](Cl)CS
Highest occupied orbital energy   -8.905 eV

Last column: Löwdin charge in e.
CARTESIAN COORDINATES (ANGSTROEM)
S1 -2.422 -0.758 -0.586  0.69
C1 -1.474 0.303 0.257  -0.73
C2 -0.015 0.635 0.331  -0.71
Cl1 -0.030 2.276 -0.579  0.58
C3 0.542 -0.621 -0.468  -0.57
S2 2.412 -0.530 -0.446  0.73
H1 -2.106 0.930 1.012  0.08
H2 0.320 0.598 1.317  0.08
H3 0.138 -1.470 -0.029  0.02
H4 0.129 -0.438 -1.517  0.08
H5 2.507 -0.926 0.706  -0.25

A structure of composition C20H24BrNOP2Y. Source: the Open Molecules 2025 dataset; level of theory: the ωB97M-V functional and the def2-TZVPD basis.

Summary:
E_LUMO (spin up / spin down)   -4.746 / -4.746 eV
Gap between HOMO and LUMO (spin up / spin down)   4.2 / 4.2 eV
Total charge   +1
Highest occupied orbital energy (spin up / spin down)   -8.992 / -8.993 eV

Last column: Löwdin charge in e.
CARTESIAN COORDINATES (ANGSTROEM)
C1 -1.541 3.385 -3.709  -0.02
C2 -1.355 2.052 -3.349  -0.21
C3 -0.052 1.468 -3.474  -0.18
C4 1.048 2.263 -3.929  -0.13
C5 0.806 3.634 -4.259  0.01
C6 -0.465 4.174 -4.129  -0.05
C7 2.310 1.653 -3.988  0.09
C8 2.463 0.264 -3.906  -0.14
C9 1.329 -0.496 -3.475  -0.18
C10 1.434 -1.909 -3.325  -0.21
C11 2.656 -2.532 -3.594  0.00
C12 3.773 -1.777 -3.974  -0.04
C13 3.688 -0.414 -4.157  0.01
H1 -2.542 3.833 -3.624  0.13
H2 1.656 4.243 -4.592  0.13
H3 -0.641 5.222 -4.379  0.12
H4 3.172 2.269 -4.256  0.14
H5 2.745 -3.615 -3.460  0.13
H6 4.715 -2.298 -4.151  0.12
H7 4.552 0.175 -4.473  0.13
N1 0.200 0.174 -3.026  -0.03
Y1 0.067 0.131 -0.728  0.78
C14 -2.530 1.260 -2.758  -0.30
H8 -2.599 0.247 -3.208  0.10
H9 -3.469 1.819 -2.933  0.10
C15 0.263 -2.726 -2.809  -0.29
H10 -0.687 -2.462 -3.315  0.10
H11 0.465 -3.804 -2.921  0.10
P1 -2.436 1.090 -0.924  0.72
P2 -0.011 -2.523 -0.994  0.74
C16 1.317 -3.506 -0.285  -0.23
H12 1.214 -3.480 0.807  0.06
H13 1.187 -4.527 -0.661  0.06
H14 2.298 -3.110 -0.568  0.05
C17 -1.525 -3.428 -0.650  -0.25
H15 -1.351 -4.476 -0.926  0.06
H16 -1.729 -3.323 0.426  0.05
H17 -2.355 -2.991 -1.225  0.04
C18 -2.696 2.778 -0.333  -0.25
H18 -3.675 3.118 -0.684  0.06
H19 -2.652 2.759 0.763  0.06
H20 -1.900 3.436 -0.697  0.05
C19 -3.904 0.160 -0.434  -0.25
H21 -3.834 -0.007 0.652  0.05
H22 -4.796 0.751 -0.695  0.06
H23 -3.902 -0.821 -0.935  0.05
C20 2.716 0.220 -0.189  -0.38
O1 3.382 -0.440 0.556  -0.12
H24 3.201 1.103 -0.825  0.00
Br1 -0.522 -0.274 1.794  -0.04

A structure of composition C31H42BIrN7O8. Source: the Open Molecules 2025 dataset; level of theory: the ωB97M-V functional and the def2-TZVPD basis.

Summary:
E_LUMO (spin up / spin down)   -6.366 / -6.477 eV
Gap between HOMO and LUMO (spin up / spin down)   7.0 / 6.9 eV
2S+1   2
Total charge   +2
Highest occupied orbital energy (spin up / spin down)   -13.336 / -13.337 eV

Last column: Löwdin charge in e.
CARTESIAN COORDINATES (ANGSTROEM)
Ir1 -1.052 0.571 -0.479  1.34
C1 4.598 1.326 0.603  0.00
C2 3.558 0.802 -0.369  -0.40
C3 3.751 -0.685 -0.599  0.00
O1 2.251 0.953 0.299  0.18
B1 1.574 1.858 -0.418  -0.85
O2 2.135 2.385 -1.512  0.20
C4 3.411 1.663 -1.701  -0.40
C5 4.487 2.711 -1.901  0.01
C6 3.231 0.839 -2.963  0.01
H1 4.568 0.728 1.512  0.10
H2 4.412 2.365 0.872  0.10
H3 5.600 1.254 0.182  0.11
H4 3.797 -1.192 0.364  0.10
H5 4.685 -0.879 -1.126  0.11
H6 2.929 -1.110 -1.175  0.08
H7 4.566 3.385 -1.052  0.09
H8 4.250 3.298 -2.787  0.10
H9 5.456 2.239 -2.060  0.11
H10 2.384 0.156 -2.878  0.08
H11 4.126 0.259 -3.184  0.11
H12 3.046 1.509 -3.801  0.11
O3 0.244 2.213 -0.004  0.05
C7 -0.573 3.101 -0.698  -0.35
O4 -1.585 2.563 -1.165  0.02
C8 -0.231 4.500 -0.736  -0.12
C9 -1.028 5.347 -1.515  0.05
C10 -0.727 6.693 -1.581  0.05
C11 0.357 7.156 -0.856  -0.09
C12 1.158 6.341 -0.072  0.05
C13 0.860 4.995 -0.015  0.04
N1 0.680 8.603 -0.920  -0.34
O5 -0.024 9.286 -1.626  0.12
O6 1.573 8.992 -0.200  0.11
H13 -1.865 4.943 -2.066  0.14
H14 -1.307 7.382 -2.176  0.14
H15 1.985 6.772 0.471  0.13
H16 1.467 4.342 0.597  0.13
C14 -0.447 0.930 4.367  0.00
N2 -1.554 1.674 3.773  -0.12
C15 -2.299 2.581 4.649  -0.01
C16 -1.904 1.473 2.510  -0.46
C17 -3.034 2.288 1.949  0.03
O7 -1.322 0.593 1.819  -0.13
H17 0.108 1.594 5.027  0.10
H18 0.215 0.575 3.583  0.08
H19 -0.816 0.083 4.947  0.11
H20 -1.915 2.472 5.658  0.10
H21 -3.360 2.335 4.663  0.10
H22 -2.173 3.620 4.345  0.10
H23 -2.937 3.346 2.186  0.10
H24 -3.978 1.947 2.379  0.11
H25 -3.085 2.156 0.871  0.07
C18 -4.507 -1.871 -1.480  0.03
C19 -3.376 -1.365 -0.656  -0.40
C20 -3.201 -1.893 0.719  0.02
O8 -2.629 -0.519 -1.171  -0.11
H26 -4.661 -2.937 -1.318  0.10
H27 -4.359 -1.645 -2.532  0.10
H28 -5.418 -1.370 -1.136  0.12
H29 -4.176 -1.959 1.206  0.11
H30 -2.510 -1.304 1.313  0.06
H31 -2.839 -2.924 0.636  0.11
C21 -0.168 -1.949 -2.577  0.01
C22 0.052 -2.136 -1.117  -0.33
N3 -0.171 -1.241 -0.157  -0.07
C23 0.233 -1.800 1.038  -0.08
C24 0.681 -3.053 0.796  0.00
N4 0.557 -3.252 -0.562  0.02
C25 0.972 -4.481 -1.258  -0.05
N5 0.589 -5.620 -0.504  -0.08
N6 1.482 -6.189 0.361  0.06
N7 0.896 -7.091 1.031  0.10
C26 -0.431 -7.148 0.646  -0.21
C27 -1.470 -7.971 1.085  0.01
C28 -2.703 -7.782 0.504  -0.06
C29 -2.907 -6.808 -0.493  -0.07
C30 -1.890 -5.990 -0.937  -0.02
C31 -0.643 -6.188 -0.342  -0.18
H32 -0.508 -0.934 -2.777  0.07
H33 -0.919 -2.640 -2.965  0.09
H34 0.756 -2.111 -3.134  0.10
H35 0.160 -1.254 1.958  0.10
H36 1.081 -3.813 1.445  0.13
H37 2.056 -4.493 -1.363  0.15
H38 0.504 -4.496 -2.240  0.14
H39 -1.300 -8.722 1.843  0.13
H40 -3.538 -8.400 0.805  0.11
H41 -3.891 -6.715 -0.933  0.11
H42 -2.049 -5.268 -1.729  0.10

A structure of composition C5H10O. Source: the Open Molecules 2025 dataset; level of theory: the ωB97M-V functional and the def2-TZVPD basis.

Summary:
E_LUMO   1.081 eV
Gap between HOMO and LUMO   11.0 eV
Highest occupied orbital energy   -9.955 eV

Last column: Löwdin charge in e.
CARTESIAN COORDINATES (ANGSTROEM)
C1 1.104 -1.517 -0.371  -0.04
C2 0.873 0.017 -0.231  -0.28
C3 0.100 0.848 -1.230  -0.17
O1 -0.090 1.806 -0.123  -0.14
C4 -0.065 0.637 0.796  -0.35
C5 -1.483 0.173 1.029  -0.05
H1 1.622 -1.964 0.487  0.07
H2 1.681 -1.796 -1.262  0.07
H3 0.153 -2.084 -0.460  0.08
H4 1.472 1.052 -0.072  0.19
H5 -0.901 0.538 -1.529  0.11
H6 0.660 1.214 -2.099  0.12
H7 0.417 0.857 1.759  0.14
H8 -2.019 0.989 1.523  0.09
H9 -1.508 -0.703 1.681  0.08
H10 -2.014 -0.068 0.104  0.08

A structure of composition C32H37BN12O5S5Ti. Source: the Open Molecules 2025 dataset; level of theory: the ωB97M-V functional and the def2-TZVPD basis.

Summary:
E_LUMO (spin up / spin down)   2.035 / 0.479 eV
Gap between HOMO and LUMO (spin up / spin down)   5.0 / 6.1 eV
2S+1   4
Total charge   -1
Highest occupied orbital energy (spin up / spin down)   -3.003 / -5.629 eV

Last column: Löwdin charge in e.
CARTESIAN COORDINATES (ANGSTROEM)
Ti1 0.105 -0.651 -0.726  0.87
C1 -2.378 1.656 -3.898  -0.05
C2 -1.859 1.576 -2.600  -0.14
N1 -0.930 0.634 -2.519  0.01
N2 -0.813 0.111 -3.760  0.01
C3 -1.681 0.700 -4.605  -0.07
B1 0.267 -0.958 -4.032  -0.62
N3 1.596 -0.516 -3.321  0.05
C4 2.817 -0.401 -3.853  -0.05
C5 3.703 -0.025 -2.860  -0.02
C6 2.923 0.059 -1.713  -0.11
N4 1.652 -0.229 -1.993  -0.06
N5 -0.212 -2.280 -3.386  0.05
C7 -0.588 -3.467 -3.880  -0.05
C8 -0.952 -4.285 -2.826  -0.03
C9 -0.770 -3.501 -1.694  -0.16
N6 -0.324 -2.291 -2.028  -0.06
N7 0.540 -1.027 -5.532  -0.02
C10 0.845 0.049 -6.303  -0.12
C11 1.112 -0.401 -7.570  -0.07
C12 0.941 -1.799 -7.480  -0.16
N8 0.605 -2.172 -6.258  0.07
H1 -3.143 2.319 -4.268  0.09
H2 -2.112 2.170 -1.737  0.11
H3 -1.749 0.400 -5.639  0.12
H4 2.984 -0.599 -4.899  0.12
H5 4.761 0.154 -2.954  0.10
H6 3.216 0.303 -0.704  0.10
H7 -0.555 -3.643 -4.940  0.10
H8 -1.298 -5.304 -2.872  0.10
H9 -0.936 -3.746 -0.658  0.10
H10 0.860 1.047 -5.889  0.13
H11 1.378 0.186 -8.434  0.09
H12 1.055 -2.544 -8.254  0.10
O1 -5.746 -4.785 2.010  -0.07
C13 -4.978 -4.031 1.469  -1.04
S1 -3.437 -3.530 2.181  0.95
C14 -2.906 -2.449 0.904  -1.12
C15 -3.778 -2.333 -0.210  -1.19
S2 -3.598 -1.394 -1.573  0.63
S3 -5.245 -3.309 -0.117  0.94
S4 -1.430 -1.694 1.237  0.68
C16 -1.699 0.920 6.504  -0.11
C17 -2.198 1.272 5.105  -0.29
S5 -1.227 2.610 4.412  0.67
O2 -0.976 3.576 5.454  -0.31
O3 -0.120 2.017 3.707  -0.32
C18 -2.373 3.343 3.244  -0.21
C19 -1.757 3.963 1.990  -0.12
N9 -0.904 3.083 1.192  0.05
C20 -1.241 1.840 0.751  -0.35
N10 -0.221 1.294 0.097  -0.03
C21 0.807 2.231 0.107  -0.06
C22 0.405 3.341 0.788  -0.19
N11 1.129 4.475 1.025  -0.39
O4 2.330 4.480 0.575  -0.10
O5 0.583 5.484 1.636  -0.13
C23 -2.629 1.316 0.868  -0.04
H13 -2.335 0.150 6.939  0.08
H14 -1.711 1.798 7.147  0.07
H15 -0.676 0.542 6.466  0.08
H16 -3.238 1.607 5.115  0.10
H17 -2.081 0.442 4.404  0.10
H18 -2.878 4.118 3.821  0.11
H19 -3.091 2.561 3.000  0.07
H20 -1.138 4.824 2.232  0.10
H21 -2.580 4.313 1.363  0.13
H22 1.744 2.093 -0.394  0.09
H23 -2.818 0.829 1.827  0.06
H24 -2.816 0.572 0.099  0.01
H25 -3.349 2.128 0.732  0.09
C24 3.847 0.758 2.165  -0.10
N12 2.829 0.445 3.151  -0.24
C25 2.450 1.647 3.882  -0.11
C26 1.636 -0.158 2.556  -0.20
C27 1.911 -1.464 1.847  -0.27
C28 2.564 -2.444 2.597  -0.05
C29 2.944 -3.652 2.037  -0.10
C30 2.700 -3.869 0.688  -0.11
C31 2.018 -2.908 -0.044  -0.15
C32 1.553 -1.691 0.501  -0.23
H26 4.790 0.987 2.667  0.08
H27 3.576 1.636 1.549  0.08
H28 4.013 -0.097 1.506  0.07
H29 3.330 2.064 4.378  0.09
H30 1.704 1.399 4.640  0.07
H31 2.023 2.424 3.226  0.08
H32 1.158 0.546 1.873  0.08
H33 0.927 -0.324 3.372  0.12
H34 2.782 -2.230 3.638  0.11
H35 3.440 -4.406 2.639  0.09
H36 3.042 -4.777 0.205  0.09
H37 1.880 -3.109 -1.099  0.08

An isolated molecule of C4H6N2O2S3. Source: the Open Molecules 2025 dataset; level of theory: the ωB97M-V functional and the def2-TZVPD basis.

Summary:
E_LUMO   -0.020 eV
Gap between HOMO and LUMO   8.5 eV
SMILES   OCSc1nn(CO)c(=S)s1
Highest occupied orbital energy   -8.522 eV

Last column: Löwdin charge in e.
CARTESIAN COORDINATES (ANGSTROEM)
O1 -1.432 0.490 -3.471  -0.12
C1 -1.454 -0.741 -2.817  -0.51
S1 0.231 -1.324 -2.168  0.87
C2 0.604 -0.270 -0.758  -0.88
N1 0.889 -0.628 0.464  0.00
N2 0.945 0.397 1.331  -0.23
C3 1.030 -0.068 2.710  -0.18
O2 0.176 -1.243 2.885  -0.07
C4 0.566 1.625 0.888  -1.02
S2 0.357 2.953 1.906  0.57
S3 0.340 1.476 -0.910  0.98
H1 -1.766 1.227 -2.954  0.07
H2 -1.661 -1.460 -3.599  0.07
H3 -2.275 -0.907 -2.043  0.12
H4 2.124 -0.378 2.902  0.15
H5 0.745 0.797 3.315  0.08
H6 0.581 -1.946 2.319  0.09

Largest force on an atom? In order: 5.3, 3.2, 1.2, 4.0, 1.5, 2.6 eV/A.